i:
# C2H4N4O2

The molecule C2H4N4O2 (wB97M-V/def2-TZVPD, the OMol25 dataset).

Structure (ORCA input):
```
! wB97M-V def2-TZVPD RIJCOSX def2/J DEFGRID3
* xyz 0 1
C -0.163 0.672 -0.237
C 2.225 -0.355 0.000
H -2.384 -0.744 0.918
H -2.031 1.596 0.379
H 3.107 -0.723 0.280
H -0.597 -1.521 -0.234
N -1.569 0.832 -0.280
N 0.794 1.458 -0.246
N 1.986 0.919 -0.015
N 0.038 -0.720 0.125
O -2.585 -0.361 -0.185
O 1.180 -1.053 -0.506
*
```

The HOMO-LUMO gap comes out at 8.7 eV. The SMILES is ONC1=NN=CON1. As for the HOMO energy: -0.319 Ha.

Atomic partial charges in e from the Löwdin method, atoms 1 to 4:
1. C -0.385
2. C -0.132
3. H 0.217
4. H 0.181


ii:
# C2H4N4O2

A 2-piece molecular cluster, C2H4N4O2 overall (wB97M-V/def2-TZVPD, the OMol25 dataset).

Structure (ORCA input):
```
! wB97M-V def2-TZVPD RIJCOSX def2/J DEFGRID3
* xyz 0 1
C 0.187 0.659 0.734
C -0.016 0.005 -0.409
N 2.782 1.065 -0.317
N 3.415 0.736 0.542
N -0.632 -1.944 -1.158
N 0.122 -1.407 -0.375
O 0.948 -1.872 0.421
O 3.945 0.405 1.501
H 0.389 1.672 0.758
H 0.432 0.055 1.627
H -0.022 0.416 -1.322
H -0.698 -2.949 -1.128
*
```

The HOMO-LUMO gap comes out at 10.2 eV. The SMILES is [H]/N=[N+](\[O-])C=C.N#[N+][O-]. As for the HOMO energy: -0.368 Ha.

Atomic partial charges in e from the Löwdin method, atoms 1 to 4:
1. C 0.047
2. C -0.125
3. N 0.243
4. N -0.305


Stability summary - winner: ii; margin: 0.0750 hartree.


i:
# C19H24BF4GeO5RuS

C19H24BF4GeO5RuS as an isolated structure (wB97M-V/def2-TZVPD, the OMol25 dataset).

Structure (ORCA input):
```
! wB97M-V def2-TZVPD RIJCOSX def2/J DEFGRID3
* xyz -2 2
Ru -0.392 0.095 -0.220
C -3.101 -2.735 -2.332
C -1.795 -2.077 -1.940
O -1.724 -1.648 -0.791
C -0.705 -2.009 -2.912
C -0.917 -2.481 -4.218
C 0.080 -2.525 -5.164
C 1.365 -2.095 -4.798
C 1.615 -1.624 -3.537
C 0.593 -1.529 -2.547
O 0.908 -1.050 -1.399
H -3.725 -2.791 -1.444
H -2.948 -3.732 -2.746
H -3.603 -2.121 -3.083
H -1.908 -2.818 -4.494
H -0.122 -2.882 -6.166
H 2.170 -2.125 -5.524
H 2.598 -1.272 -3.248
F -1.330 -3.304 5.159
B -2.074 -2.253 4.584
F -1.961 -1.097 5.402
F -3.434 -2.627 4.508
F -1.585 -1.956 3.299
C -1.137 2.019 4.480
C -1.245 2.011 2.977
C -0.607 3.026 2.202
C -0.681 3.040 0.846
C -1.404 2.017 0.157
C -2.066 1.010 0.908
C -1.965 1.047 2.332
S -1.662 2.209 -1.608
O -2.058 0.823 -1.928
O -2.697 3.194 -1.850
O -0.354 2.565 -2.147
H -0.222 2.521 4.804
H -1.146 1.003 4.875
H -1.980 2.550 4.933
H -0.038 3.796 2.716
H -0.193 3.805 0.255
H -2.839 0.402 0.453
H -2.457 0.269 2.902
C 3.655 1.822 1.749
Ge 2.759 0.672 0.409
C 2.913 1.586 -1.318
C 3.746 -1.029 0.348
C 0.911 0.408 0.982
H 4.703 1.990 1.489
H 3.610 1.363 2.739
H 3.151 2.789 1.800
H 3.902 1.414 -1.750
H 2.765 2.661 -1.194
H 2.148 1.231 -2.005
H 4.797 -0.859 0.099
H 3.289 -1.666 -0.410
H 3.691 -1.542 1.309
H 0.707 0.509 2.056
*
```

The HOMO-LUMO gap (spin up / spin down) comes out at 7.0 / 6.8 eV. As for the HOMO energy (spin up / spin down): -0.088 / -0.078 Ha.

Atomic partial charges in e from the Löwdin method, atoms 1 to 4:
1. Ru 1.184
2. C -0.016
3. C -0.382
4. O -0.033


ii:
# C19H24BF4GeO5RuS

C19H24BF4GeO5RuS as an isolated structure (wB97M-V/def2-TZVPD, the OMol25 dataset).

Structure (ORCA input):
```
! wB97M-V def2-TZVPD RIJCOSX def2/J DEFGRID3
* xyz -2 2
Ru -0.324 -0.428 -0.864
C 0.394 4.070 -1.188
C -0.099 2.748 -0.624
O 0.552 1.754 -0.923
C -1.271 2.741 0.251
C -2.020 3.919 0.416
C -3.100 4.003 1.262
C -3.457 2.863 2.002
C -2.754 1.696 1.875
C -1.640 1.569 0.988
O -1.033 0.446 0.932
H 1.329 3.878 -1.706
H 0.544 4.813 -0.404
H -0.334 4.466 -1.900
H -1.740 4.796 -0.153
H -3.663 4.923 1.351
H -4.309 2.901 2.673
H -3.036 0.807 2.425
F 5.209 -0.790 -0.818
B 4.386 -0.880 -1.956
F 4.553 -2.164 -2.551
F 4.760 0.102 -2.898
F 3.036 -0.712 -1.603
C 2.112 -4.385 -3.418
C 1.000 -3.377 -3.284
C -0.315 -3.784 -2.986
C -1.321 -2.869 -2.821
C -1.049 -1.496 -2.974
C 0.247 -1.071 -3.275
C 1.263 -2.032 -3.424
S -2.395 -0.318 -2.820
O -1.639 0.916 -2.553
O -3.146 -0.305 -4.059
O -3.135 -0.793 -1.657
H 1.865 -5.309 -2.890
H 3.038 -3.979 -3.012
H 2.288 -4.639 -4.468
H -0.520 -4.841 -2.842
H -2.322 -3.169 -2.536
H 0.455 -0.021 -3.433
H 2.275 -1.704 -3.612
C -0.567 -4.620 1.514
Ge -0.840 -2.659 1.474
C -2.767 -2.370 1.288
C -0.233 -1.970 3.211
C 0.193 -1.907 0.001
H -1.116 -5.070 2.345
H 0.492 -4.865 1.626
H -0.923 -5.065 0.582
H -3.265 -2.474 2.256
H -3.190 -3.100 0.596
H -2.954 -1.376 0.881
H -0.763 -2.451 4.038
H -0.416 -0.896 3.237
H 0.838 -2.144 3.330
H 1.161 -2.372 -0.239
*
```

The HOMO-LUMO gap (spin up / spin down) comes out at 6.8 / 6.5 eV. As for the HOMO energy (spin up / spin down): -0.073 / -0.062 Ha.

Atomic partial charges in e from the Löwdin method, atoms 1 to 4:
1. Ru 1.115
2. C -0.021
3. C -0.387
4. O -0.014


Stability summary - winner: i; margin: 0.0172 hartree.